# C4H10O6S3

C4H10O6S3 as an isolated structure at a distorted geometry (the ωB97M-V functional and the def2-TZVPD basis, the Open Molecules 2025 dataset).

Element x y z (Å)
C 1.748 -1.731 -1.328
C -2.532 0.481 -1.123
C 0.617 0.806 2.673
C 0.310 0.662 -0.264
O 2.789 0.160 0.394
O 1.028 -1.417 1.101
O -0.303 -0.170 -2.650
O -1.060 -1.555 -0.798
O -1.657 -0.005 1.284
O -0.975 2.313 1.147
S 1.564 -0.540 0.079
S -0.860 -0.239 -1.329
S -0.587 0.954 1.280
H 1.683 -2.711 -0.888
H 1.083 -1.513 -2.182
H 2.772 -1.525 -1.685
H -2.543 1.527 -1.033
H -3.169 0.378 -2.050
H -2.907 0.196 -0.169
H 0.658 1.736 3.068
H 0.281 0.002 3.258
H 1.523 0.686 2.112
H 0.536 1.506 -0.897

The calculation puts the LUMO energy at 0.46 eV. The largest force on an atom is 0.07473 Eh/bohr.

# C4H10OS

A 2-piece molecular cluster, C4H10OS overall at a distorted geometry (the ωB97M-V functional and the def2-TZVPD basis, the Open Molecules 2025 dataset).

Element x y z (Å)
C -1.657 -2.205 0.561
C -1.800 -0.931 0.909
O -2.588 0.043 0.392
H -0.835 -2.779 0.876
H -2.306 -2.726 -0.161
H -1.304 -0.620 1.872
H -3.348 -0.413 0.017
C 0.212 1.487 -0.764
S 1.913 1.123 -0.061
C 1.944 -0.571 -0.684
H -0.176 0.470 -0.984
H 0.299 2.074 -1.643
H -0.249 1.932 0.122
H 2.835 -1.121 -0.406
H 1.153 -1.146 -0.210
H 1.837 -0.656 -1.767

The calculation puts the LUMO energy at 0.83 eV. For the relative energy (zero: lowest compared OMol25 entry of this formula, charge and spin), the calculation gives 37.4 kcal/mol. The largest force on an atom is 0.05119 Eh/bohr. Its SMILES is C=CO.CSC.

# C4H10OS

A 2-piece molecular cluster, C4H10OS overall at a distorted geometry (the ωB97M-V functional and the def2-TZVPD basis, the Open Molecules 2025 dataset).

Element x y z (Å)
C 1.069 1.132 -1.981
C -0.077 0.791 -2.545
O -0.490 1.281 -3.745
H 1.468 0.604 -1.132
H 1.673 1.957 -2.337
H -0.757 0.078 -2.086
H -1.203 0.780 -4.092
C 0.051 -0.541 0.985
C -0.276 -1.176 2.343
S -1.211 -0.131 3.453
H 0.991 0.008 0.928
H -0.774 0.047 0.594
H 0.286 -1.351 0.282
H -1.020 -1.942 2.118
H 0.586 -1.664 2.774
H -0.315 0.128 4.443

The calculation puts the LUMO energy at 0.76 eV. For the relative energy (zero: lowest compared OMol25 entry of this formula, charge and spin), the calculation gives 31.1 kcal/mol. The largest force on an atom is 0.03057 Eh/bohr. Its SMILES is C=CO.CCS.

# C4H10OS

A 2-piece molecular cluster, C4H10OS overall at a distorted geometry (the ωB97M-V functional and the def2-TZVPD basis, the Open Molecules 2025 dataset).

Element x y z (Å)
C 2.595 0.112 -1.505
C 1.826 -0.129 -0.248
O 1.651 -1.197 0.270
H 2.144 0.863 -2.137
H 2.659 -0.859 -2.011
H 3.636 0.436 -1.437
H 1.246 0.751 0.109
C -2.461 0.742 -0.170
S -2.752 -0.318 1.249
C -1.056 -0.742 1.754
H -2.666 1.787 0.053
H -3.148 0.463 -0.960
H -1.432 0.687 -0.517
H -0.888 -1.809 1.909
H -0.452 -0.477 0.904
H -0.901 -0.307 2.737

The calculation puts the LUMO energy at 0.87 eV. For the relative energy (zero: lowest compared OMol25 entry of this formula, charge and spin), the calculation gives 23.7 kcal/mol. The largest force on an atom is 0.02654 Eh/bohr. Its SMILES is CC=O.CSC.

# C4H10OS

A 2-piece molecular cluster, C4H10OS overall at a distorted geometry (the ωB97M-V functional and the def2-TZVPD basis, the Open Molecules 2025 dataset).

Element x y z (Å)
C -4.261 1.857 1.141
C -3.087 1.242 1.042
O -2.396 1.256 -0.154
H -4.894 1.706 2.004
H -4.480 2.756 0.578
H -2.663 0.507 1.710
H -3.006 1.635 -0.792
C 3.157 -1.307 -1.946
S 2.502 -0.068 -0.810
C 2.351 -1.019 0.683
H 4.162 -1.607 -1.666
H 3.141 -0.943 -2.940
H 2.540 -2.202 -1.862
H 1.411 -1.572 0.638
H 3.092 -1.800 0.776
H 2.433 -0.441 1.598

The calculation puts the LUMO energy at 0.97 eV. For the relative energy (zero: lowest compared OMol25 entry of this formula, charge and spin), the calculation gives 33.6 kcal/mol. The largest force on an atom is 0.03726 Eh/bohr. Its SMILES is C=CO.CSC.

# C4H10OS

A 2-piece molecular cluster, C4H10OS overall at a distorted geometry (the ωB97M-V functional and the def2-TZVPD basis, the Open Molecules 2025 dataset).

Element x y z (Å)
C -0.591 -2.130 -2.899
C 0.118 -0.942 -2.261
O 0.124 -0.823 -1.063
H 0.009 -3.043 -2.875
H -1.428 -2.276 -2.214
H -0.971 -2.012 -3.912
H 0.348 -0.082 -2.925
C 0.562 2.509 1.448
S 0.339 1.737 3.119
C -0.072 0.036 2.577
H 0.040 2.178 0.548
H 0.343 3.567 1.560
H 1.619 2.330 1.250
H -0.557 -0.413 3.449
H 0.857 -0.523 2.465
H -0.740 -0.113 1.734

The calculation puts the LUMO energy at 0.88 eV. For the relative energy (zero: lowest compared OMol25 entry of this formula, charge and spin), the calculation gives 25.1 kcal/mol. The largest force on an atom is 0.03950 Eh/bohr. Its SMILES is CC=O.CSC.